{"formula": "C3H7O3", "method": "ωB97M-V with the def2-TZVPD basis set", "homo_ev": -4.52, "fmax_ev_per_a": 2.1, "charge": -1, "de_lowest_ev": 0.679, "species": ["C", "C", "O", "O", "H", "H", "H", "C", "O", "H", "H", "H", "H"], "xyz": [[-0.89, -2.27, -1.22], [-0.44, -1.09, -0.35], [0.06, -0.11, -0.98], [-0.55, -1.21, 0.88], [-1.48, -1.95, -2.08], [-1.49, -2.93, -0.60], [-0.02, -2.87, -1.49], [0.86, 2.22, 1.31], [1.10, 2.07, -0.07], [0.69, 1.22, -0.40], [1.73, 2.69, 1.79], [-0.02, 2.89, 1.39], [0.45, 1.34, 1.82]]}

{"formula": "C22H10BrCl5N2NaO", "method": "ωB97M-V with the def2-TZVPD basis set", "homo_ev": -4.52, "fmax_ev_per_a": 4.2, "charge": -1, "de_lowest_ev": 0.245, "species": ["Na", "Br", "C", "C", "C", "C", "O", "C", "C", "N", "C", "C", "C", "C", "C", "C", "C", "C", "N", "C", "C", "H", "H", "H", "H", "H", "H", "H", "H", "H", "H", "Cl", "C", "C", "C", "Cl", "C", "Cl", "C", "Cl", "C", "Cl"], "xyz": [[-15.63, 1.34, 5.07], [-18.95, -3.50, 0.19], [-17.96, -2.64, 1.53], [-16.98, -3.34, 2.23], [-16.14, -2.65, 3.10], [-16.35, -1.28, 3.39], [-15.87, -0.65, 4.39], [-17.21, -0.56, 2.40], [-17.39, 0.83, 2.47], [-17.29, 1.60, 3.55], [-17.91, 2.89, 3.60], [-18.68, 3.48, 2.61], [-19.25, 4.75, 2.80], [-19.21, 5.39, 4.04], [-18.67, 4.66, 5.13], [-18.97, 4.95, 6.48], [-18.32, 4.28, 7.46], [-17.28, 3.46, 7.10], [-17.08, 3.04, 5.91], [-17.80, 3.54, 4.88], [-18.09, -1.26, 1.61], [-17.01, -4.48, 2.13], [-15.47, -3.22, 3.82], [-17.82, 1.21, 1.52], [-18.82, 2.93, 1.71], [-19.69, 5.24, 1.91], [-19.76, 6.31, 4.19], [-19.76, 5.67, 6.70], [-18.49, 4.53, 8.54], [-16.53, 3.20, 7.86], [-18.92, -0.77, 1.13], [-13.80, 2.87, 8.16], [-13.14, 3.29, 6.60], [-13.60, 2.64, 5.44], [-13.35, 2.96, 4.19], [-14.09, 2.27, 2.77], [-12.37, 4.03, 3.93], [-11.93, 4.31, 2.31], [-11.84, 4.67, 5.06], [-10.72, 5.94, 4.82], [-12.30, 4.37, 6.40], [-11.92, 5.36, 7.66]]}

{"formula": "C32H25Cl5F6IN7O3Re", "method": "ωB97M-V with the def2-TZVPD basis set", "homo_ev": [-12.47, -12.49], "multiplicity": 2, "fmax_ev_per_a": 2.6, "charge": 2, "s2": 0.76, "de_lowest_ev": 0.796, "species": ["Re", "Cl", "C", "C", "C", "Cl", "C", "Cl", "C", "Cl", "C", "Cl", "F", "C", "C", "C", "C", "O", "C", "C", "N", "C", "C", "C", "C", "C", "C", "N", "C", "C", "N", "C", "C", "C", "O", "O", "H", "H", "H", "H", "H", "H", "H", "H", "H", "H", "H", "H", "H", "H", "H", "H", "H", "H", "N", "N", "H", "H", "H", "H", "I", "C", "C", "N", "N", "C", "H", "H", "H", "F", "C", "C", "C", "F", "C", "F", "C", "F", "C", "F"], "xyz": [[-3.24, 0.64, 0.70], [-4.08, -0.16, 3.69], [-5.45, 0.30, 2.77], [-5.28, 0.55, 1.39], [-6.48, 0.72, 0.68], [-6.45, 0.83, -1.02], [-7.73, 0.77, 1.29], [-9.15, 0.97, 0.36], [-7.83, 0.64, 2.69], [-9.35, 0.74, 3.46], [-6.67, 0.38, 3.43], [-6.78, 0.14, 5.12], [2.32, -2.46, -2.25], [2.46, -1.47, -1.35], [1.32, -0.91, -0.84], [1.37, 0.09, 0.13], [0.11, 0.64, 0.60], [-0.96, 0.38, 0.02], [0.24, 1.50, 1.73], [1.47, 1.86, 2.19], [2.65, 1.44, 1.67], [3.82, 2.04, 2.27], [5.06, 2.44, 1.54], [5.12, 1.34, 2.57], [2.62, 0.51, 0.64], [3.77, -0.06, 0.07], [3.74, -1.03, -0.93], [4.92, -1.49, -1.51], [4.88, -2.39, -2.67], [6.27, -2.46, -3.32], [6.96, -1.16, -3.09], [7.29, -0.99, -1.65], [6.17, -1.62, -0.80], [-1.03, 2.03, 2.36], [-1.10, 3.19, 2.74], [-1.98, 1.17, 2.41], [0.36, -1.26, -1.18], [1.51, 2.53, 3.03], [3.50, 2.73, 3.04], [5.48, 3.40, 1.81], [5.16, 2.23, 0.49], [5.57, 1.57, 3.52], [5.26, 0.32, 2.28], [4.74, 0.27, 0.40], [4.16, -1.99, -3.39], [4.56, -3.40, -2.40], [6.16, -2.65, -4.38], [6.88, -3.25, -2.89], [6.31, -0.42, -3.38], [7.80, -1.08, -3.67], [7.41, 0.08, -1.44], [8.24, -1.49, -1.44], [6.13, -1.13, 0.17], [6.39, -2.68, -0.62], [-3.98, 3.27, 1.96], [-3.46, 2.86, 0.69], [-4.31, 4.24, 1.94], [-3.23, 3.20, 2.66], [-2.57, 3.35, 0.47], [-4.14, 3.17, -0.02], [-4.60, -5.45, 0.34], [-3.71, -3.64, 0.83], [-2.58, -3.45, 1.61], [-2.36, -2.13, 1.65], [-3.28, -1.46, 0.95], [-4.12, -2.36, 0.45], [-1.96, -4.17, 2.09], [-1.64, -1.64, 2.16], [-4.95, -2.07, -0.17], [-4.38, 2.51, -1.93], [-3.79, 1.38, -2.38], [-3.34, 0.43, -1.45], [-2.64, -0.62, -2.05], [-2.08, -1.59, -1.29], [-2.42, -0.74, -3.42], [-1.68, -1.76, -3.87], [-2.93, 0.20, -4.29], [-2.72, 0.10, -5.60], [-3.63, 1.28, -3.76], [-4.12, 2.22, -4.55]]}

{"formula": "CBrNO3", "method": "ωB97M-V with the def2-TZVPD basis set", "homo_ev": -10.80, "fmax_ev_per_a": 4.5, "charge": 0, "de_lowest_ev": 3.202, "species": ["O", "C", "Br", "N", "O", "O"], "xyz": [[0.85, -0.95, 1.24], [0.38, -0.13, 0.57], [-0.49, 1.91, 1.43], [-0.09, -0.25, -0.80], [-1.23, 0.13, -0.83], [0.59, -0.73, -1.61]]}